This record from OMol25 describes a structure of composition C27H57BrN3O6S in a non-equilibrium geometry. The level of theory is ωB97M-V/def2-TZVPD.

## Properties
Strongest force on any atom, eV Å⁻¹: 1.6
2S+1: 1
Charge: +1
Electronic energy, Ha: -4650.505361

Each line ends with the Mulliken charge.
Geometry (Å):
C1 0.89 -1.81 4.33  -0.8396
C2 0.76 -0.29 4.62  -0.4181
N1 1.51 0.53 3.68  0.0131
C3 1.09 0.81 2.48  0.0719
N2 -0.09 0.31 1.95  0.3789
S1 -1.48 1.32 2.28  -0.1770
N3 1.82 1.63 1.64  -0.2018
Br1 2.18 0.57 0.13  0.1462
H1 1.88 -2.00 3.93  0.2994
H2 0.16 -2.16 3.61  0.0566
H3 0.74 -2.35 5.26  0.4201
H4 1.16 -0.10 5.61  0.4436
H5 -0.29 0.00 4.65  0.1811
H6 2.40 0.91 3.98  0.2420
H7 -0.23 -0.68 2.15  0.0204
H8 -2.38 0.44 2.78  0.1751
H9 2.69 1.94 2.09  0.3402
C4 5.35 4.38 0.14  -0.6444
C5 6.52 3.96 1.03  -0.5724
C6 5.80 3.28 2.19  -0.5154
O1 4.61 2.69 1.63  -0.4235
C7 4.40 3.20 0.30  -0.3597
H10 5.63 4.55 -0.90  0.3525
H11 4.89 5.29 0.53  0.2879
H12 7.15 3.25 0.50  0.2611
H13 7.14 4.80 1.36  0.3495
H14 5.51 4.00 2.96  0.2914
H15 6.40 2.50 2.65  0.2792
H16 4.63 2.40 -0.41  0.2498
H17 3.35 3.48 0.19  0.3028
C8 -1.31 -3.79 -0.57  -0.2273
C9 -2.32 -4.31 0.45  -0.8546
C10 -1.73 -3.80 1.76  -0.6312
O2 -1.05 -2.57 1.45  -0.3901
C11 -0.94 -2.45 0.02  0.1884
H18 -1.71 -3.72 -1.58  0.3848
H19 -0.44 -4.44 -0.60  0.0914
H20 -3.30 -3.86 0.28  0.3012
H21 -2.44 -5.39 0.44  0.4010
H22 -1.00 -4.50 2.17  0.3424
H23 -2.49 -3.60 2.52  0.3524
H24 -1.64 -1.67 -0.31  -0.3500
H25 0.07 -2.14 -0.24  0.2617
C12 -3.96 4.74 5.44  -0.5351
C13 -3.74 5.52 4.14  -0.6122
C14 -3.22 4.43 3.22  -0.2739
O3 -3.83 3.20 3.65  -0.3498
C15 -4.45 3.40 4.92  -0.4228
H26 -4.66 5.22 6.12  0.3404
H27 -3.01 4.62 5.96  0.2465
H28 -4.70 5.90 3.78  0.2734
H29 -3.06 6.35 4.24  0.3581
H30 -2.13 4.33 3.30  0.2180
H31 -3.48 4.61 2.17  0.2573
H32 -5.54 3.41 4.78  0.2608
H33 -4.20 2.57 5.58  0.2589
C16 2.73 -5.63 -3.57  -0.6297
C17 2.08 -6.84 -4.24  -0.5972
C18 0.84 -7.04 -3.37  -0.4854
O4 0.47 -5.74 -2.89  -0.3886
C19 1.52 -4.81 -3.16  0.0697
H34 3.41 -5.08 -4.22  0.3526
H35 3.29 -5.95 -2.68  0.2932
H36 1.78 -6.58 -5.26  0.2577
H37 2.72 -7.72 -4.27  0.3619
H38 1.06 -7.68 -2.51  0.3018
H39 0.01 -7.48 -3.92  0.2523
H40 1.19 -4.15 -3.97  0.0881
H41 1.70 -4.20 -2.27  0.1167
C20 -3.54 2.50 -2.67  -0.8115
C21 -2.63 2.21 -1.48  -0.1437
C22 -2.77 0.70 -1.34  0.2134
O5 -3.00 0.20 -2.66  -0.4619
C23 -3.29 1.28 -3.55  0.0223
H42 -3.31 3.44 -3.17  0.3683
H43 -4.58 2.53 -2.35  0.2932
H44 -1.60 2.47 -1.72  0.2127
H45 -2.91 2.74 -0.57  0.2601
H46 -3.63 0.43 -0.72  0.4411
H47 -1.88 0.23 -0.93  -0.4422
H48 -2.43 1.44 -4.20  -0.1177
H49 -4.15 1.03 -4.17  0.3588
C24 -0.47 0.59 -4.64  -0.4566
C25 0.28 0.52 -3.32  0.3510
C26 0.69 -0.95 -3.28  0.0519
O6 0.87 -1.36 -4.63  -0.4410
C27 0.34 -0.36 -5.51  -0.7465
H50 -0.54 1.59 -5.06  0.5063
H51 -1.49 0.20 -4.51  0.1490
H52 1.17 1.15 -3.35  0.3365
H53 -0.32 0.81 -2.45  -0.5012
H54 -0.10 -1.57 -2.83  -0.0961
H55 1.62 -1.12 -2.72  0.1680
H56 1.18 0.16 -5.99  0.2875
H57 -0.25 -0.84 -6.28  0.3045